a | Density functional theory data (wB97M-V/def2-TZVPD) for one molecule with the formula C3H5OP.

E_HOMO: -10.18 eV
LUMO energy: 0.9 eV
net charge: 0
HOMO-LUMO gap: 11.0461 eV
SMILES: C#C[P@@H](C)=O

Last column: Löwdin charge in e.
Geometry (Å):
C (-0.774, -2.426, 1.170)  0.082
C (-0.867, -1.219, 0.970)  -0.226
C (0.337, 0.680, -0.908)  -0.184
O (-2.356, 0.703, -0.412)  -0.412
P (-1.115, 0.443, 0.335)  0.565
H (-0.540, -3.370, 1.531)  0.009
H (0.137, -0.231, -1.572)  0.071
H (0.235, 1.619, -1.418)  0.024
H (1.257, 0.657, -0.313)  0.031
H (-0.896, 1.284, 1.521)  0.040

b | Density functional theory data (wB97M-V/def2-TZVPD) for a 2-piece molecular cluster, C3H5OP overall.

E_HOMO (spin up / spin down): -7.07 / -7.59 eV
LUMO energy (spin up / spin down): -0.9 / -1.1 eV
net charge: 0
HOMO-LUMO gap (spin up / spin down): 6.2141 / 6.4824 eV

Last column: Löwdin charge in e.
Geometry (Å):
C (-0.080, -1.540, 0.216)  -0.083
C (0.545, -0.422, 0.244)  -0.172
C (0.875, 1.005, 0.400)  -0.133
O (3.479, 0.784, -0.036)  -0.658
P (3.820, -0.605, -0.299)  0.800
H (0.398, -2.531, -0.025)  0.062
H (-1.155, -1.506, 0.391)  0.050
H (0.452, 1.539, 1.222)  0.064
H (1.998, 0.941, 0.303)  -0.042
H (0.629, 1.480, -0.616)  0.110

Least stable = b

a | Density functional theory data (wB97M-V/def2-TZVPD) for a 2-piece molecular cluster, C4H9O overall.

E_HOMO: -2.26 eV
LUMO energy: 4.4 eV
net charge: -1
HOMO-LUMO gap: 6.6308 eV

Last column: Löwdin charge in e.
Geometry (Å):
C (0.302, -0.642, -1.752)  -0.601
O (-0.293, 0.156, -0.830)  -0.374
C (0.559, -2.042, -1.163)  -0.166
H (1.255, -0.175, -2.110)  0.065
H (-0.290, -0.816, -2.695)  0.062
H (1.076, -2.744, -1.836)  0.038
H (-0.416, -2.442, -0.878)  0.045
H (1.140, -1.881, -0.251)  0.047
C (-0.763, 1.813, 1.298)  -0.105
C (-0.345, 1.743, 2.555)  -0.119
H (-1.803, 1.712, 1.011)  0.044
H (-0.090, 1.925, 0.463)  0.022
H (-1.043, 1.676, 3.386)  0.018
H (0.711, 1.717, 2.800)  0.025

b | Density functional theory data (wB97M-V/def2-TZVPD) for C4H9O as an isolated structure.

E_HOMO: -1.63 eV
LUMO energy: 4.3 eV
net charge: -1
HOMO-LUMO gap: 5.9684 eV

Last column: Löwdin charge in e.
Geometry (Å):
C (-0.797, 1.313, 0.250)  -0.575
O (-0.699, 2.251, 1.250)  -0.377
C (-2.048, 0.450, -0.047)  -0.167
C (-0.877, -0.192, 0.789)  -0.296
C (0.404, -0.972, 0.352)  -0.149
H (-0.560, 1.695, -0.846)  0.123
H (4.247, -0.894, -1.611)  0.001
H (-2.871, 0.787, 0.690)  0.103
H (-2.108, 0.076, -1.093)  0.070
H (4.159, -0.480, -2.289)  0.001
H (-1.118, -0.277, 1.883)  0.111
H (0.436, -1.969, 0.847)  0.033
H (0.369, -1.304, -0.687)  0.034
H (1.463, -0.484, 0.511)  0.087

c | Density functional theory data (wB97M-V/def2-TZVPD) for a 2-piece molecular cluster, C4H9O overall.

E_HOMO: -2.28 eV
LUMO energy: 4.3 eV
net charge: -1
HOMO-LUMO gap: 6.5723 eV

Last column: Löwdin charge in e.
Geometry (Å):
C (-1.112, 2.131, -0.044)  -0.470
O (-0.173, 1.654, -0.904)  -0.454
H (-0.991, 1.634, 0.952)  0.035
H (-2.191, 2.006, -0.375)  0.025
H (-1.087, 3.247, 0.014)  0.023
C (1.291, -0.414, 0.434)  -0.146
C (0.665, -1.771, 0.506)  -0.261
C (-0.492, -2.108, -0.088)  -0.042
H (2.145, -0.394, -0.262)  0.065
H (1.696, -0.152, 1.419)  0.060
H (0.603, 0.338, -0.039)  0.016
H (1.273, -2.515, 1.045)  0.074
H (-1.126, -2.840, 0.404)  0.026
H (-1.036, -1.435, -0.739)  0.047

Least stable = b

a | Density functional theory data (wB97M-V/def2-TZVPD) for a 9-piece molecular cluster, C18H54O9 overall.

E_HOMO: -9.90 eV
LUMO energy: 0.5 eV
net charge: 0
HOMO-LUMO gap: 10.4039 eV
SMILES: CCO.CCO.CCO.CCO.CCO.CCO.CCO.CCO.CCO

Last column: Löwdin charge in e.
Geometry (Å):
C (-6.639, -5.756, 14.730)  -0.076
C (-6.293, -5.015, 13.459)  -0.324
O (-6.947, -3.748, 13.454)  -0.100
H (-5.924, -6.577, 14.845)  0.077
H (-7.629, -6.211, 14.686)  0.055
H (-6.559, -5.111, 15.602)  0.080
H (-6.560, -5.586, 12.564)  0.108
H (-5.201, -4.904, 13.408)  0.112
H (-6.803, -3.376, 12.572)  0.036
C (-12.531, -1.622, 13.836)  -0.097
C (-13.712, -0.934, 13.209)  -0.304
O (-14.179, -1.600, 12.020)  -0.090
H (-11.603, -1.414, 13.302)  0.069
H (-12.670, -2.703, 13.912)  0.068
H (-12.417, -1.291, 14.873)  0.079
H (-13.436, 0.099, 12.974)  0.109
H (-14.569, -0.913, 13.877)  0.112
H (-13.406, -1.756, 11.467)  0.067
C (-14.484, -8.045, 14.810)  -0.093
C (-14.667, -7.248, 16.086)  -0.309
O (-15.830, -6.415, 16.067)  -0.078
H (-14.334, -7.438, 13.920)  0.056
H (-15.403, -8.627, 14.629)  0.088
H (-13.746, -8.838, 14.933)  0.061
H (-13.801, -6.607, 16.278)  0.103
H (-14.753, -7.938, 16.929)  0.108
H (-16.206, -6.444, 15.184)  0.066
C (-10.866, -3.779, 9.769)  -0.085
C (-11.369, -3.716, 8.347)  -0.292
O (-11.592, -2.302, 8.120)  -0.100
H (-11.392, -3.117, 10.443)  0.070
H (-9.811, -3.481, 9.709)  0.058
H (-10.735, -4.805, 10.121)  0.073
H (-12.284, -4.290, 8.192)  0.090
H (-10.630, -4.005, 7.598)  0.109
H (-12.222, -2.176, 7.406)  0.076
C (-8.089, -1.057, 10.828)  -0.070
C (-7.009, -1.883, 10.144)  -0.270
O (-6.972, -3.214, 10.705)  -0.103
H (-9.079, -1.262, 10.428)  0.062
H (-7.874, 0.011, 10.770)  0.076
H (-8.076, -1.289, 11.896)  0.076
H (-6.029, -1.433, 10.312)  0.110
H (-7.155, -1.955, 9.066)  0.114
H (-7.211, -3.824, 10.004)  0.092
C (-9.251, -9.381, 15.002)  -0.086
C (-9.951, -10.358, 15.908)  -0.311
O (-11.307, -10.505, 15.449)  -0.096
H (-9.429, -9.685, 13.969)  0.077
H (-8.173, -9.445, 15.164)  0.076
H (-9.579, -8.362, 15.187)  0.065
H (-9.958, -10.025, 16.952)  0.111
H (-9.479, -11.346, 15.906)  0.109
H (-11.820, -10.824, 16.197)  0.077
C (-13.399, -8.706, 11.503)  -0.097
C (-12.341, -9.571, 12.183)  -0.308
O (-12.174, -10.761, 11.421)  -0.073
H (-13.276, -8.687, 10.418)  0.079
H (-13.382, -7.681, 11.875)  0.031
H (-14.406, -9.118, 11.638)  0.077
H (-12.671, -9.770, 13.206)  0.082
H (-11.395, -9.045, 12.268)  0.096
H (-13.038, -11.172, 11.324)  0.080
C (-14.335, -5.145, 10.296)  -0.069
C (-15.423, -4.492, 11.150)  -0.287
O (-16.621, -5.290, 11.218)  -0.091
H (-13.992, -4.484, 9.499)  0.051
H (-14.609, -6.099, 9.850)  0.075
H (-13.438, -5.320, 10.901)  0.047
H (-15.754, -3.584, 10.652)  0.105
H (-15.106, -4.257, 12.163)  0.099
H (-16.442, -6.052, 11.777)  0.064
C (-11.140, -6.159, 13.273)  -0.069
C (-10.140, -5.040, 13.213)  -0.318
O (-9.156, -5.302, 12.230)  -0.090
H (-11.799, -6.059, 14.136)  0.077
H (-10.639, -7.127, 13.309)  0.059
H (-11.758, -6.180, 12.368)  0.050
H (-9.612, -4.984, 14.180)  0.107
H (-10.589, -4.044, 13.105)  0.100
H (-8.455, -4.647, 12.340)  0.033

b | Density functional theory data (wB97M-V/def2-TZVPD) for a 9-piece molecular cluster, C18H54O9 overall.

E_HOMO: -10.05 eV
LUMO energy: 0.5 eV
net charge: 0
HOMO-LUMO gap: 10.5388 eV
SMILES: CCO.CCO.CCO.CCO.CCO.CCO.CCO.CCO.CCO

Last column: Löwdin charge in e.
Geometry (Å):
C (4.168, 4.441, 8.068)  -0.075
C (5.075, 5.437, 7.276)  -0.332
O (4.790, 5.255, 5.915)  -0.079
H (4.375, 4.504, 9.137)  0.066
H (4.321, 3.399, 7.788)  0.067
H (3.121, 4.628, 7.828)  0.069
H (6.128, 5.374, 7.548)  0.101
H (4.882, 6.480, 7.528)  0.101
H (5.331, 5.905, 5.458)  0.081
C (0.993, 1.007, -0.039)  -0.085
C (1.724, 1.464, 1.258)  -0.311
O (1.486, 2.847, 1.487)  -0.086
H (1.332, 1.548, -0.922)  0.067
H (-0.096, 1.023, 0.015)  0.069
H (1.328, 0.005, -0.307)  0.065
H (2.788, 1.291, 1.096)  0.102
H (1.399, 0.845, 2.095)  0.102
H (2.136, 3.176, 2.112)  0.077
C (-5.316, -0.902, 3.557)  -0.076
C (-6.688, -0.607, 2.931)  -0.349
O (-6.664, -0.896, 1.555)  -0.079
H (-5.060, -1.951, 3.408)  0.073
H (-5.388, -0.677, 4.621)  0.071
H (-4.617, -0.220, 3.073)  0.074
H (-6.942, 0.445, 3.057)  0.102
H (-7.520, -1.100, 3.434)  0.103
H (-7.521, -0.698, 1.171)  0.081
C (-0.121, -3.988, 8.769)  -0.107
C (-1.210, -4.111, 9.805)  -0.319
O (-0.761, -5.014, 10.805)  -0.088
H (-0.430, -3.300, 7.982)  0.071
H (0.091, -4.945, 8.292)  0.071
H (0.881, -3.742, 9.122)  0.072
H (-2.080, -4.613, 9.380)  0.112
H (-1.444, -3.130, 10.219)  0.109
H (-0.344, -4.534, 11.524)  0.079
C (0.484, 8.686, -1.740)  -0.094
C (0.290, 7.350, -2.477)  -0.299
O (-0.643, 6.450, -1.808)  -0.091
H (0.676, 8.459, -0.691)  0.066
H (-0.416, 9.296, -1.820)  0.071
H (1.354, 9.215, -2.129)  0.069
H (1.253, 6.846, -2.564)  0.102
H (-0.102, 7.584, -3.467)  0.105
H (-0.144, 6.168, -1.038)  0.068
C (2.057, -7.801, 2.081)  -0.091
C (0.875, -6.873, 1.879)  -0.340
O (0.856, -6.410, 0.547)  -0.079
H (1.991, -8.337, 3.027)  0.072
H (3.024, -7.308, 1.983)  0.072
H (2.063, -8.565, 1.304)  0.073
H (0.884, -6.027, 2.565)  0.105
H (-0.046, -7.430, 2.051)  0.107
H (-0.049, -6.172, 0.333)  0.081
C (4.335, -1.108, -7.487)  -0.085
C (4.808, -2.351, -8.213)  -0.346
O (4.765, -2.162, -9.603)  -0.081
H (4.176, -1.231, -6.415)  0.073
H (3.415, -0.735, -7.937)  0.073
H (5.030, -0.282, -7.636)  0.071
H (4.205, -3.222, -7.955)  0.105
H (5.849, -2.594, -8.000)  0.107
H (5.252, -2.891, -9.995)  0.081
C (-3.146, 2.573, -8.328)  -0.091
C (-2.001, 3.566, -8.171)  -0.328
O (-2.596, 4.835, -8.299)  -0.093
H (-3.528, 2.611, -9.349)  0.078
H (-3.899, 2.817, -7.578)  0.072
H (-2.810, 1.559, -8.111)  0.069
H (-1.181, 3.460, -8.881)  0.114
H (-1.603, 3.555, -7.157)  0.106
H (-3.243, 4.842, -7.590)  0.074
C (-2.206, -3.930, -4.822)  -0.094
C (-3.417, -3.422, -4.026)  -0.323
O (-3.313, -3.818, -2.661)  -0.078
H (-2.013, -4.981, -4.607)  0.071
H (-1.255, -3.478, -4.541)  0.068
H (-2.391, -3.773, -5.885)  0.071
H (-4.279, -3.912, -4.480)  0.101
H (-3.511, -2.347, -4.181)  0.106
H (-4.004, -3.359, -2.177)  0.078

Least stable = b